Record 1
Below is a single C5H7NO molecule at a distorted geometry, with properties calculated with the ωB97M-V functional and the def2-TZVPD basis.

```
! wB97M-V def2-TZVPD RIJCOSX def2/J DEFGRID3
* xyz 0 1
O -2.64419 -0.55889 0.18085
N -0.60402 -0.64155 1.39119
C 0.59025 0.38640 -1.15072
C 1.27564 -0.38460 -0.30909
C -0.66311 1.07232 -0.70073
C -1.56434 -0.56901 0.63702
C 0.81924 -0.74320 1.09045
H -0.56047 2.13198 -0.54412
H -0.76208 0.86103 0.40889
H 2.23219 -0.81636 -0.60506
H -1.50271 0.91691 -1.40181
H 1.38205 -0.15854 1.82939
H 0.94373 0.54066 -2.17020
H 1.06088 -1.79060 1.28201
*
```

Computed properties:
Kohn-Sham gap: 0.386 hartree
E: -8833.82370 eV
Energy above the lowest of the compared OMol25 structures with the same formula, charge and spin: 54.9 kcal per mole
HOMO: -9.60 eV

***

Record 2
Below is a molecular structure, C30H54GeN3O3SSiY, with properties calculated with the ωB97M-V functional and the def2-TZVPD basis.

```
! wB97M-V def2-TZVPD RIJCOSX def2/J DEFGRID3
* xyz 1 2
Y -0.27287 0.11380 -0.14608
Ge -0.09342 -0.07976 2.85454
S -0.63099 -2.48862 -1.33329
Si -0.10807 1.76191 -3.32700
O -0.39349 1.42026 1.68192
O -1.30686 -0.92078 1.56630
O 1.30967 -0.47765 1.57197
N -0.84772 -2.90110 -3.93557
N -2.60206 -1.78658 -2.98147
N -1.03132 1.29380 -1.90149
C -0.81666 3.10854 -4.43125
C -4.24897 1.92465 -0.13577
C 0.16091 2.75007 1.84921
C 2.34319 -0.36052 -1.59520
C 0.20213 0.26599 -4.41555
C -0.96947 3.73416 1.59138
C -5.03870 2.49502 -1.11914
C 2.25701 -1.88347 3.34829
C -3.23886 2.13369 -2.69526
C 1.26390 2.91354 0.81203
C 5.49482 -0.02729 -4.35952
C 3.41968 -1.03780 -3.69202
C 3.39245 -0.24856 -2.51718
C -1.78885 -3.19077 2.21168
C -2.37379 -1.79887 2.01785
C 1.51666 2.55607 -2.79809
C 2.15335 -2.67258 0.99323
C -3.34809 -1.68693 -4.22451
C 2.34396 -1.45300 1.88553
C 3.69912 -0.79509 1.65477
C -2.97275 1.46814 -0.43244
C 5.49298 0.75692 -3.20680
C -3.46160 -1.80838 0.95190
C -1.41845 -2.36707 -2.85639
C 4.46376 0.65154 -2.29816
C 4.45396 -0.92478 -4.59428
C -2.38022 1.63223 -1.69929
C -4.52468 2.56246 -2.40693
C -2.95630 -1.26805 3.32407
C 0.71567 2.91096 3.25624
H 6.30517 0.05844 -5.07058
H 1.15693 0.33976 -4.94034
H -4.25711 -1.12442 -4.03546
H -1.29918 -2.92218 -4.83456
H -3.99579 -0.85823 0.92442
H 4.46112 -1.53463 -5.48814
H -3.01259 -1.99964 -0.02200
H 2.83973 -3.46979 1.28238
H -1.42503 -3.59075 1.26446
H -4.62756 1.81204 0.87340
H -6.03218 2.85775 -0.89592
H -2.54279 -3.87168 2.60873
H -2.89114 2.20820 -3.71249
H 3.07775 -2.56615 3.56848
H 1.13378 -3.05314 1.09038
H -0.58610 0.17669 -5.16965
H 2.08997 2.22497 1.00985
H 3.79744 0.09312 2.28163
H 1.50175 2.17822 3.45865
H 1.33418 3.62388 -2.64494
H -2.44766 1.01835 0.40633
H 1.98701 2.17324 -1.89608
H 0.85533 2.73788 -0.18930
H -5.13104 2.96661 -3.20847
H 4.46106 1.26577 -1.40486
H -1.79044 3.55428 2.28639
H -3.62405 -2.67517 -4.59773
H -4.18009 -2.60213 1.15828
H -1.21004 3.95196 -3.86044
H 2.34532 -2.43374 -0.05327
H 0.03224 -3.37361 -3.82485
H 2.40155 0.18319 -0.65776
H -3.84544 -1.84194 3.58804
H 1.15501 3.90259 3.36831
H 2.25066 2.46165 -3.60326
H -2.25101 -1.35337 4.15199
H 1.57144 -1.10602 -1.76100
H 4.50134 -1.48732 1.91475
H -2.77016 -1.15206 -4.98069
H -3.24830 -0.22105 3.21432
H -1.34988 3.62366 0.57408
H -0.62107 4.75952 1.72276
H 2.60849 -1.73268 -3.87422
H 3.84002 -0.51069 0.61355
H 1.65651 3.93105 0.80483
H 6.30292 1.45113 -3.02626
H 2.34000 -1.03105 4.02508
H 0.20980 -0.64880 -3.82753
H 0.02197 3.48201 -5.02711
H -3.00490 -1.40836 -2.13908
H -0.96017 -3.15791 2.92352
H -0.07160 2.80217 4.00406
H 1.32504 -2.41313 3.56227
H -1.58284 2.77968 -5.13386
*
```

Computed properties:
Kohn-Sham gap (spin up / spin down): 0.295 / 0.238 hartree
E: -118872.59287 eV
HOMO (spin up / spin down): -9.95 / -9.96 eV

***

Record 3
Below is a molecular structure, C7H35NO15STl3 at a distorted geometry, with properties calculated with the ωB97M-V functional and the def2-TZVPD basis.

```
! wB97M-V def2-TZVPD RIJCOSX def2/J DEFGRID3
* xyz 7 1
Tl 14.19452 -6.69686 -14.94855
Tl 13.21601 3.93939 -17.04573
Tl 18.92157 1.48078 -8.42486
S 17.36599 -0.86348 -14.54367
O 17.36863 -0.98052 -13.09046
O 22.27041 2.23422 -16.42853
O 18.71474 -1.08606 -15.03880
O 20.18253 -2.51819 -6.45728
O 16.48506 -1.87717 -15.03440
O 16.43442 -4.66204 -10.62115
O 22.67476 -0.00154 -12.27980
O 16.30292 -5.38216 -19.42925
O 19.34122 4.14237 -12.66791
O 15.08598 -0.54098 -19.25834
O 16.86054 0.46683 -14.88847
O 20.21364 -2.53369 -19.35982
O 18.28926 4.31567 -18.33520
O 20.25437 1.08777 -4.02901
O 19.96635 -6.14310 -15.51206
N 18.71896 -1.38563 -4.28553
C 19.90176 -2.29845 -4.07714
C 20.16494 -3.21120 -5.25640
C 20.78194 -3.20865 -7.57247
C 19.66603 0.49950 -2.92108
C 18.42852 -0.36512 -3.27605
C 21.07297 -7.01774 -15.84924
C 21.33588 1.96025 -3.73289
H 22.15631 -0.40275 -12.97727
H 21.62052 2.47532 -4.65038
H 20.81391 -8.07605 -15.81798
H 17.54091 0.22232 -3.51090
H 21.31316 -6.81008 -16.89196
H 20.64501 -2.52775 -8.41255
H 18.71780 3.83123 -13.32423
H 20.28162 -4.12756 -7.87806
H 18.07523 -0.84969 -2.36585
H 18.65697 4.66411 -19.14736
H 20.22638 -5.22316 -15.42440
H 23.49262 0.25491 -12.70590
H 19.41331 -4.00056 -5.24861
H 16.01149 -5.14044 -20.30838
H 19.86544 -2.92664 -3.18710
H 20.20984 -2.21513 -18.45719
H 21.14678 2.80347 -3.06858
H 16.54136 -3.75542 -10.90897
H 17.13409 -4.92094 -19.31668
H 15.72797 -1.00668 -18.72243
H 23.02138 2.33213 -15.84315
H 17.93751 -2.02516 -4.26453
H 16.36066 -4.60429 -9.66854
H 21.82028 1.45082 -16.11246
H 21.95219 -6.75375 -15.26155
H 14.55950 -1.23335 -19.65795
H 19.63863 4.98877 -13.00166
H 20.81079 -1.73388 -3.86968
H 19.40466 1.18267 -2.11296
H 20.96203 -2.09610 -19.76560
H 21.84920 -3.39367 -7.45067
H 20.38660 -0.20830 -2.51130
H 21.15819 -3.63793 -5.11693
H 19.00051 3.80394 -17.94987
H 22.18886 1.33830 -3.46142
*
```

Computed properties:
Kohn-Sham gap: 0.057 hartree
E: -64837.86608 eV
Energy above the lowest of the compared OMol25 structures with the same formula, charge and spin: 0.0 kcal per mole
HOMO: -23.96 eV

***

Record 4
Below is a gas-phase ion, C6H10N (charge +1) at a distorted geometry, with properties calculated with the ωB97M-V functional and the def2-TZVPD basis.

```
! wB97M-V def2-TZVPD RIJCOSX def2/J DEFGRID3
* xyz 1 1
N 1.22915 0.46358 -0.40224
C -1.48226 -0.51167 -0.03914
C 0.09288 -0.12361 0.42462
C 2.56557 0.73280 0.20493
C -0.23167 -0.60190 1.65050
C -2.18174 -0.29236 -1.37017
C -1.70445 -0.88802 1.24534
H -2.02772 0.80309 -1.58445
H 3.23498 0.59385 -0.56357
H 2.51654 1.74635 0.48848
H 0.29377 -0.55022 2.60711
H 1.37084 -0.28280 -1.11209
H 2.91716 0.16557 1.07525
H 0.82848 1.21819 -0.95910
H -1.60065 -0.75971 -2.20465
H -3.27670 -0.35081 -1.38710
H -2.54419 -1.36231 1.92627
*
```

Computed properties:
Kohn-Sham gap: 0.311 hartree
E: -7862.66159 eV
Energy above the lowest of the compared OMol25 structures with the same formula, charge and spin: 85.0 kcal per mole
HOMO: -12.17 eV

***

Record 5
Below is a single C5H7N3O4 molecule at a distorted geometry, with properties calculated with the ωB97M-V functional and the def2-TZVPD basis.

```
! wB97M-V def2-TZVPD RIJCOSX def2/J DEFGRID3
* xyz 0 1
O -0.06202 -2.06123 -3.41543
O 1.12482 -0.14703 -2.87316
O -0.75136 0.02010 0.92649
O 1.50413 -0.09475 1.12201
N -0.67671 -0.60435 -1.71118
N -0.68083 1.11404 0.01775
N 0.95511 0.86950 -1.91493
C -0.08113 0.53457 -1.26540
C 0.10114 -1.06762 -2.78444
C 0.38318 -0.48017 1.34527
C -0.09983 2.33566 0.48382
C 0.01606 -1.61631 2.28865
H -0.53125 2.49687 1.50747
H -1.50658 -1.09496 -1.38362
H 0.39010 -2.57142 1.72137
H 0.42348 -1.47335 3.19840
H -1.05393 -1.62785 2.25151
H 1.07682 2.20190 0.52823
H -0.53122 3.26640 -0.04280
*
```

Computed properties:
Kohn-Sham gap: 0.376 hartree
E: -17955.48061 eV
Energy above the lowest of the compared OMol25 structures with the same formula, charge and spin: 94.8 kcal per mole
HOMO: -9.75 eV